1.
Below is a structure of composition C17H19BrN4O3PdSSeSi, with properties calculated with ωB97M-V/def2-TZVPD.

Element x y z (Å)
Pd1 -0.654 -0.252 -2.294
N1 -3.550 -2.590 -4.465
C1 -2.798 -1.705 -3.752
S1 -1.151 -2.172 -3.415
N2 -3.369 -0.615 -3.355
N3 -2.548 0.177 -2.566
C2 -3.127 1.163 -1.978
C3 -2.538 2.116 -1.071
C4 -3.429 2.964 -0.387
C5 -2.992 3.905 0.512
C6 -1.615 4.026 0.736
C7 -0.717 3.224 0.075
C8 -1.142 2.243 -0.850
O1 -0.240 1.536 -1.463
H1 -3.080 -3.320 -4.966
H2 -4.433 -2.265 -4.819
H3 -4.192 1.251 -2.175
H4 -4.490 2.858 -0.584
H5 -3.695 4.542 1.031
H6 -1.248 4.764 1.439
H7 0.349 3.320 0.239
Br1 6.598 -0.760 -3.237
C9 5.474 -0.830 -1.725
C10 6.032 -0.949 -0.458
N4 5.299 -1.002 0.649
C11 3.978 -0.938 0.524
C12 3.338 -0.821 -0.704
C13 4.104 -0.764 -1.861
C14 1.856 -0.758 -0.819
O2 1.254 -0.728 0.336
O3 1.340 -0.730 -1.933
H8 7.107 -1.001 -0.338
H9 3.402 -0.980 1.439
H10 3.628 -0.671 -2.827
C15 0.626 0.573 3.374
Si1 -0.219 -1.005 2.862
C16 0.818 -2.506 3.236
C17 -1.951 -1.140 3.540
Se1 -0.605 -0.905 0.574
H11 0.764 0.597 4.458
H12 0.031 1.440 3.080
H13 1.607 0.663 2.906
H14 1.006 -2.582 4.310
H15 1.784 -2.452 2.731
H16 0.315 -3.417 2.909
H17 -1.918 -1.145 4.633
H18 -2.440 -2.061 3.218
H19 -2.568 -0.295 3.231

Properties
HOMO level in eV: -7.54
E in Ha: -6895.0396
Energy relative to the best compared isomer or geometry (same formula, charge and spin) in kJ/mol: 0.0
Multiplicity: 1
Orbital gap in eV: 7.1

***

2.
Below is a structure of composition C17H19Cl4N3, with properties calculated with ωB97M-V/def2-TZVPD.

Element x y z (Å)
N1 -2.404 3.048 -0.394
C1 -2.212 2.650 0.884
C2 -2.454 1.371 1.330
C3 -2.651 0.342 0.418
C4 -2.773 0.677 -0.942
C5 -2.706 2.052 -1.249
H1 -1.934 3.423 1.585
H2 -2.329 1.158 2.381
H3 -2.722 -0.697 0.707
H4 -2.910 -0.097 -1.682
H5 -3.005 2.224 -2.272
N2 0.781 0.554 1.235
C6 0.001 0.336 2.343
C7 -0.879 -0.754 2.495
C8 -0.996 -1.672 1.390
C9 -0.253 -1.394 0.228
C10 0.638 -0.306 0.219
H6 0.125 0.985 3.197
H7 -1.432 -0.932 3.406
H8 -1.642 -2.537 1.390
H9 -0.339 -2.010 -0.655
H10 1.261 -0.162 -0.652
N3 2.198 -4.179 -2.838
C11 1.591 -3.645 -3.911
C12 0.901 -2.439 -3.868
C13 0.823 -1.703 -2.686
C14 1.382 -2.331 -1.529
C15 2.052 -3.543 -1.659
H11 1.545 -4.240 -4.812
H12 0.509 -2.058 -4.799
H13 0.281 -0.769 -2.680
H14 1.217 -1.768 -0.622
H15 2.469 -4.110 -0.840
C16 2.436 1.704 2.806
Cl1 1.009 2.463 3.566
Cl2 3.092 0.334 3.729
H16 2.159 1.207 1.877
H17 3.275 2.388 2.669
C17 0.730 2.729 0.012
Cl3 0.156 3.798 1.282
Cl4 1.892 3.597 -1.083
H18 1.301 1.931 0.487
H19 -0.185 2.378 -0.463

Properties
HOMO level in eV: -9.33
E in Ha: -2663.9858
Energy relative to the best compared isomer or geometry (same formula, charge and spin) in kJ/mol: 566.6
Multiplicity: 1
Orbital gap in eV: 9.3

***

3.
Below is a structure of composition C17H19Cl5MnN3O4, with properties calculated with ωB97M-V/def2-TZVPD.

Element x y z (Å)
Mn1 -12.606 22.134 -15.436
Cl1 -10.882 23.947 -12.751
O1 -11.462 23.512 -14.064
O2 -10.656 25.349 -12.721
O3 -11.852 23.558 -11.779
O4 -9.681 23.212 -12.582
N1 -10.923 22.075 -16.821
C1 -10.225 23.193 -17.065
C2 -9.147 23.321 -17.919
C3 -8.772 22.196 -18.633
C4 -9.446 20.990 -18.374
C5 -10.451 20.960 -17.443
H1 -10.404 24.038 -16.406
H2 -8.581 24.239 -17.986
H3 -8.100 22.315 -19.472
H4 -9.157 20.146 -18.983
H5 -11.003 20.051 -17.240
N2 -5.330 24.764 -16.490
C6 -5.727 23.588 -15.973
C7 -6.889 23.457 -15.256
C8 -7.728 24.546 -15.019
C9 -7.302 25.749 -15.552
C10 -6.158 25.795 -16.354
H6 -5.096 22.753 -16.249
H7 -7.172 22.485 -14.867
H8 -8.627 24.468 -14.428
H9 -7.825 26.672 -15.332
H10 -5.741 26.748 -16.659
N3 -12.455 19.465 -9.433
C11 -12.599 20.766 -9.670
C12 -13.592 21.571 -9.072
C13 -14.521 20.948 -8.271
C14 -14.477 19.571 -8.146
C15 -13.422 18.885 -8.700
H11 -11.852 21.316 -10.233
H12 -13.608 22.631 -9.283
H13 -15.350 21.506 -7.852
H14 -15.254 19.003 -7.652
H15 -13.394 17.802 -8.675
C16 -13.191 26.784 -10.341
Cl2 -12.986 27.625 -8.800
Cl3 -14.314 25.428 -10.153
H16 -13.668 27.462 -11.040
H17 -12.246 26.462 -10.767
C17 -11.834 28.227 -14.239
Cl4 -12.751 29.200 -13.101
Cl5 -10.113 28.663 -14.275
H18 -11.942 27.164 -14.048
H19 -12.194 28.442 -15.241

Properties
HOMO level (spin up / spin down) in eV: -11.17 / -11.17
Total charge: +1
E in Ha: -4575.7659
<S²>: 8.75
Energy relative to the best compared isomer or geometry (same formula, charge and spin) in kJ/mol: 0.0
Multiplicity: 6
Orbital gap (spin up / spin down) in eV: 3.9 / 3.8

***

4.
Below is the molecule C17H19ClO4S, with properties calculated with ωB97M-V/def2-TZVPD.

Element x y z (Å)
O1 1.216 -2.881 -0.860
S1 0.881 -2.525 0.502
O2 1.810 -2.924 1.520
C1 -0.740 -3.308 0.899
C2 -1.784 -2.749 0.006
C3 -2.710 -1.822 0.475
C4 -3.638 -1.253 -0.377
C5 -3.637 -1.608 -1.716
Cl1 -4.787 -0.897 -2.785
C6 -2.725 -2.531 -2.203
C7 -1.806 -3.098 -1.341
C8 0.596 -0.722 0.629
C9 0.814 -0.011 -0.708
O3 0.094 -0.600 -1.753
C10 2.324 0.039 -1.027
O4 3.095 0.702 -0.059
C11 3.079 2.117 -0.121
C12 1.868 2.744 0.527
C13 1.568 2.444 1.850
C14 0.452 2.990 2.458
C15 -0.370 3.852 1.751
C16 -0.071 4.165 0.436
C17 1.041 3.611 -0.174
H1 -0.566 -4.369 0.737
H2 -0.915 -3.112 1.952
H3 -2.717 -1.551 1.522
H4 -4.355 -0.537 -0.007
H5 -2.733 -2.798 -3.248
H6 -1.086 -3.808 -1.715
H7 1.302 -0.360 1.371
H8 -0.426 -0.601 0.975
H9 0.424 1.012 -0.624
H10 0.428 -1.509 -1.854
H11 2.454 0.502 -2.016
H12 2.707 -0.985 -1.061
H13 3.980 2.427 0.419
H14 3.164 2.450 -1.165
H15 2.220 1.778 2.397
H16 0.227 2.749 3.486
H17 -1.239 4.282 2.226
H18 -0.707 4.840 -0.117
H19 1.267 3.854 -1.203

Properties
HOMO level in eV: -9.17
E in Ha: -1818.5176
Energy relative to the best compared isomer or geometry (same formula, charge and spin) in kJ/mol: 19.3
Multiplicity: 1
SMILES: O=S(=O)(Cc1ccc(Cl)cc1)C[C@H](O)COCc1ccccc1
Orbital gap in eV: 9.7

***

5.
Below is a structure of composition C17H19F6N2O5PbS3, with properties calculated with ωB97M-V/def2-TZVPD.

Element x y z (Å)
Pb1 0.361 -0.316 0.715
C1 -2.658 -0.566 0.734
C2 -2.504 0.777 0.924
C3 -2.152 0.986 2.341
C4 -2.087 -0.250 2.980
C5 -2.406 -1.228 2.018
C6 -2.457 -2.700 2.185
C7 -1.791 -0.493 4.429
C8 -1.963 2.330 2.945
C9 -2.723 1.879 -0.058
C10 -3.108 -1.297 -0.489
H1 -3.405 -3.097 1.812
H2 -2.341 -3.005 3.223
H3 -1.672 -3.181 1.590
H4 -2.676 -0.347 5.054
H5 -1.017 0.181 4.800
H6 -1.438 -1.510 4.597
H7 -2.915 2.869 2.986
H8 -1.284 2.943 2.346
H9 -1.569 2.268 3.958
H10 -1.902 2.599 -0.042
H11 -3.642 2.429 0.169
H12 -2.803 1.495 -1.073
H13 -4.127 -1.671 -0.356
H14 -2.470 -2.159 -0.699
H15 -3.098 -0.656 -1.368
O1 2.468 -0.334 -0.099
N1 2.923 0.671 -0.848
C11 3.952 0.379 -1.671
C12 4.506 1.337 -2.471
C13 3.976 2.624 -2.433
C14 2.916 2.897 -1.604
C15 2.357 1.904 -0.789
S1 1.012 2.230 0.241
H16 4.257 -0.655 -1.632
H17 5.322 1.072 -3.125
H18 4.387 3.403 -3.061
H19 2.471 3.879 -1.562
F1 -0.425 -1.369 -5.240
C16 -0.916 -0.974 -4.073
F2 -1.548 0.187 -4.238
F3 -1.786 -1.880 -3.634
S2 0.435 -0.771 -2.835
O2 -0.310 -0.332 -1.657
O3 1.355 0.155 -3.412
N2 1.052 -2.189 -2.707
S3 0.630 -3.308 -1.678
O4 -0.243 -4.294 -2.225
O5 0.330 -2.811 -0.352
C17 2.272 -4.127 -1.495
F4 2.691 -4.613 -2.658
F5 2.151 -5.126 -0.625
F6 3.177 -3.265 -1.033

Properties
HOMO level (spin up / spin down) in eV: -8.31 / -8.32
E in Ha: -3131.4888
<S²>: 0.77
Energy relative to the best compared isomer or geometry (same formula, charge and spin) in kJ/mol: 0.0
Multiplicity: 2
Orbital gap (spin up / spin down) in eV: 8.5 / 6.7